(1)
{
  "formula": "C38H56F8O29",
  "method": "ωB97M-V/def2-TZVPD",
  "gap_ev": 10.0643,
  "total_charge": 0,
  "homo_energy_ev": -9.9,
  "molar_mass_g_mol": 1128.8,
  "elements": ["F", "F", "F", "F", "F", "F", "F", "F", "O", "O", "O", "O", "O", "O", "O", "O", "O", "O", "O", "O", "O", "O", "O", "O", "O", "O", "O", "O", "O", "O", "O", "O", "O", "O", "O", "O", "O", "C", "C", "C", "C", "C", "C", "C", "C", "C", "C", "C", "C", "C", "C", "C", "C", "C", "C", "C", "C", "C", "C", "C", "C", "C", "C", "C", "C", "C", "C", "C", "C", "C", "C", "C", "C", "C", "C", "H", "H", "H", "H", "H", "H", "H", "H", "H", "H", "H", "H", "H", "H", "H", "H", "H", "H", "H", "H", "H", "H", "H", "H", "H", "H", "H", "H", "H", "H", "H", "H", "H", "H", "H", "H", "H", "H", "H", "H", "H", "H", "H", "H", "H", "H", "H", "H", "H", "H", "H", "H", "H", "H", "H", "H"],
  "positions_angstrom": [[-3.70942, -4.47465, 3.86692], [-4.31950, 2.74652, -0.93730], [0.91947, 4.70539, -2.24366], [3.35218, -3.41409, 1.50063], [0.54006, 3.44917, 1.28227], [-0.39400, -3.05612, -3.67945], [5.82516, 1.14606, 0.07684], [1.98831, -1.20086, 4.00254], [0.80197, 7.58320, -1.54433], [2.56228, 7.70132, -0.15323], [-3.78309, 4.26003, 1.76367], [-1.60240, 0.24715, 3.25761], [-2.46887, -5.65767, -3.49274], [-0.96543, 2.12881, 2.26026], [4.97547, -2.68008, 6.07377], [4.22500, 1.46135, 1.68546], [-5.27682, -0.01189, 0.37848], [3.44946, 1.77171, -3.69399], [2.32851, -5.88965, 3.14397], [1.29778, 5.83533, -0.29961], [-2.28054, 5.72981, 0.98825], [1.99777, -4.76749, 5.05541], [1.54105, 0.67489, -0.07311], [3.00032, -1.58358, 5.95358], [-2.50688, 3.71810, 0.01374], [-1.50016, -2.61117, 2.27065], [5.15752, -1.16758, -1.74802], [-0.96153, -3.92744, 0.56230], [4.76500, -0.83693, 4.80046], [4.39001, 3.54730, 0.96494], [3.61320, -4.15316, 3.60715], [-4.40669, -4.59919, -3.07215], [-2.45403, -3.51843, -2.87812], [-0.76689, 0.42660, -4.46805], [4.14303, 3.17021, 3.15957], [-2.12158, -4.73206, 2.30667], [0.14950, 1.46336, 4.04478], [0.34413, 5.36023, -1.20014], [-2.35556, -4.30826, 3.63008], [3.17239, -5.74031, 2.01223], [-0.56362, -0.44163, -0.25716], [-1.97007, -2.82742, 3.60804], [-4.18955, -0.77121, 0.92025], [-2.82347, 4.68050, 0.92564], [-1.14213, 1.70267, -4.96739], [-3.42461, 2.65338, 0.11178], [0.99752, 2.42835, 3.38586], [-3.23288, -4.60323, -3.15892], [2.50382, -0.57796, 5.11956], [-1.09127, -5.30192, -3.40194], [-0.59431, 0.94627, -0.88133], [3.89623, -4.41578, 2.25954], [1.66526, 7.10733, -0.63289], [-1.47140, -3.77609, 1.62070], [-0.86390, 1.16542, 3.21172], [-5.06227, -2.07559, -0.84230], [-3.02081, 0.31439, -5.05545], [4.23323, 2.77763, 2.05026], [-1.08749, -3.87652, -2.83746], [4.07468, 2.73521, -0.17862], [-0.00369, 3.15511, 2.48637], [4.31463, -1.81953, 5.61221], [2.59359, -4.92552, 4.04906], [-2.68358, 1.77649, -4.85162], [-0.28381, 6.65759, -1.68857], [2.75022, 0.95141, -4.61635], [0.85767, 1.28407, -1.17167], [3.78468, -1.47812, -1.93633], [3.77757, 0.19436, 4.82737], [-3.73866, -1.65897, -0.22072], [-5.85312, -0.74668, -0.70544], [-1.94769, -0.36506, -4.20439], [0.84351, -0.47509, 0.39428], [4.48915, 1.35966, 0.29430], [-4.15628, 2.92293, 1.42199], [3.23538, -0.60568, -2.27891], [0.76722, -0.46307, 1.48340], [4.57152, 3.13653, -1.05675], [-4.57437, -1.29770, 1.80248], [-0.65549, -1.29329, -0.93295], [-5.76560, -0.21092, -1.65100], [-6.88656, -0.95638, -0.43200], [-3.09158, -2.47977, 0.08792], [5.45808, -0.66040, -2.50454], [-0.30723, 4.70173, -0.63871], [3.00256, 2.78134, -0.37196], [-3.79977, 2.20075, 2.16191], [-3.20637, -1.03059, -0.94123], [-2.80488, -2.17650, 3.84035], [-2.97937, 2.12563, -3.85887], [1.73353, 1.85479, 2.81994], [-1.25832, 1.09651, -1.73537], [3.28323, 0.79484, -5.55874], [-5.53497, -2.88782, -0.29466], [-0.91094, 1.61639, -0.07919], [4.05596, 0.81133, 5.68550], [2.63852, -0.08550, -4.24850], [-1.36743, -0.51028, 0.47199], [-2.92819, 1.69165, 0.07925], [-0.91338, 1.71392, -6.03878], [-3.34659, -0.16054, 1.26125], [3.75717, -2.28267, -2.68560], [3.78516, 0.81191, 3.93450], [1.37809, -1.37225, 0.07704], [-1.84566, -4.91833, 4.36837], [-4.03355, 0.07516, -4.72263], [-4.95165, -2.31481, -1.89751], [1.05089, 2.35557, -1.19965], [3.90949, 0.54232, -0.11521], [-0.65082, -5.38469, -4.39328], [4.32494, 1.39186, -3.58058], [-1.14294, 7.03609, -1.13941], [-0.59860, -5.99986, -2.72523], [3.85677, -6.59246, 2.00287], [2.66786, -5.71307, 1.04882], [-0.69836, 2.56215, -4.46373], [1.78415, 0.08696, 5.58897], [-1.10563, -2.64738, 4.24560], [1.20156, 0.86274, -2.12417], [-2.16527, -0.32371, -3.13148], [-5.23049, 2.79254, 1.34983], [-1.81541, -1.38482, -4.54641], [3.35496, -1.97545, -1.06974], [-2.90224, 0.01765, -6.09850], [1.50925, 3.03894, 4.12110], [-3.06028, 2.48391, -5.58944], [1.70972, 1.24123, -4.72368], [-0.73910, -3.80697, -1.80916], [4.97580, -4.41875, 2.14533], [-0.54810, 6.60847, -2.74368], [-0.43602, 4.04831, 2.93614]],
  "lowdin_charge": [0.043, 0.054, 0.068, 0.056, 0.090, 0.056, 0.067, 0.057, 0.082, 0.193, 0.100, 0.183, 0.083, 0.103, 0.188, 0.108, -0.146, -0.115, 0.081, 0.118, 0.178, 0.190, -0.162, 0.123, 0.107, 0.056, -0.110, 0.158, 0.085, 0.099, 0.126, 0.187, 0.107, -0.159, 0.168, 0.152, 0.069, -0.324, -0.255, -0.053, -0.126, -0.030, -0.199, -0.558, -0.214, -0.288, -0.015, -0.551, -0.297, -0.038, -0.146, -0.280, -0.553, -0.583, -0.551, -0.139, -0.163, -0.570, -0.285, -0.030, -0.251, -0.550, -0.552, -0.164, -0.036, -0.155, -0.162, -0.149, -0.052, -0.167, -0.172, -0.183, -0.145, -0.279, -0.040, 0.050, 0.110, 0.146, 0.128, 0.104, 0.114, 0.117, 0.100, 0.071, 0.130, 0.116, 0.129, 0.104, 0.134, 0.105, 0.128, 0.107, 0.085, 0.119, 0.075, 0.152, 0.065, 0.076, 0.127, 0.119, 0.084, 0.085, 0.106, 0.106, 0.170, 0.114, 0.096, 0.100, 0.134, 0.140, 0.066, 0.132, 0.138, 0.139, 0.138, 0.114, 0.159, 0.140, 0.112, 0.100, 0.144, 0.100, 0.068, 0.119, 0.145, 0.113, 0.061, 0.139, 0.171, 0.140, 0.181]
}

=====

(2)
{
  "formula": "C3H6Cl2N",
  "method": "ωB97M-V/def2-TZVPD",
  "gap_ev": [8.8941, 6.6501],
  "de_lowest_kj_mol": 469.20,
  "total_charge": 1,
  "homo_energy_ev": [-14.8, -13.5],
  "molar_mass_g_mol": 127.0,
  "elements": ["Cl", "Cl", "N", "C", "C", "C", "H", "H", "H", "H", "H", "H"],
  "positions_angstrom": [[2.08698, 1.56745, -1.34778], [2.28870, -1.38499, -0.94239], [-0.30457, -0.03498, -0.06996], [1.60044, 0.14250, -0.76950], [-0.69848, 1.22219, 0.22510], [-0.60122, -1.29913, 0.46167], [-0.19775, -1.98368, -0.29993], [-1.67178, 1.34512, -0.24748], [-0.08148, -1.56098, 1.41875], [-0.71382, 1.45092, 1.24736], [-0.02248, 2.02755, -0.16329], [-1.68455, -1.49195, 0.48747]],
  "lowdin_charge": [0.882, 0.792, -0.089, -0.976, -0.136, -0.092, 0.065, 0.133, 0.130, 0.096, 0.070, 0.128]
}

=====

(3)
{
  "formula": "C28H50BrCoN2O4S2Si",
  "method": "ωB97M-V/def2-TZVPD",
  "gap_ev": [8.3051, 8.5240],
  "multiplicity": 4,
  "de_lowest_kj_mol": 0.00,
  "total_charge": 1,
  "homo_energy_ev": [-10.3, -10.6],
  "molar_mass_g_mol": 709.8,
  "elements": ["Br", "Co", "S", "S", "Si", "O", "O", "O", "O", "N", "N", "C", "C", "C", "C", "C", "C", "C", "C", "C", "C", "C", "C", "C", "C", "C", "C", "C", "C", "C", "C", "C", "C", "C", "C", "C", "C", "C", "C", "H", "H", "H", "H", "H", "H", "H", "H", "H", "H", "H", "H", "H", "H", "H", "H", "H", "H", "H", "H", "H", "H", "H", "H", "H", "H", "H", "H", "H", "H", "H", "H", "H", "H", "H", "H", "H", "H", "H", "H", "H", "H", "H", "H", "H", "H", "H", "H", "H", "H"],
  "positions_angstrom": [[-3.48029, 6.40220, -1.28660], [0.27440, 0.76247, -1.21955], [-1.00989, -0.88264, -0.22364], [3.59294, 0.00305, -0.35468], [-0.41692, -0.51538, 1.77517], [0.49269, 0.87487, 1.64891], [2.30623, 0.56113, -0.88973], [-1.63642, -0.34921, 2.83812], [0.58434, -1.63233, 2.40906], [-0.76151, 2.62807, -1.26643], [-0.93733, -2.56424, -3.71872], [-1.25246, 3.13826, -0.12783], [-1.94725, -3.42447, -3.03280], [-0.77787, -3.62231, 2.72926], [0.43457, 0.53322, -3.28178], [1.53549, 1.58196, -5.22249], [-0.23240, 0.02364, -5.59184], [-3.28942, 1.24738, 2.02809], [0.40352, 1.90174, 3.86638], [4.54131, -0.43660, -1.81073], [1.39463, 1.39063, -3.85088], [1.57468, -3.43233, 3.56538], [4.58835, 1.41946, 0.11154], [1.13976, -3.60656, 1.11278], [1.29021, 1.54393, 2.67630], [-1.41826, -1.11463, -3.73707], [0.61507, -3.07260, 2.44280], [-0.36471, -0.15421, -4.21005], [-3.82110, -1.19578, 2.22125], [-2.38922, 4.87279, -1.27843], [-1.90180, 4.35723, -2.46596], [-3.43126, 0.17186, 4.27372], [1.85942, 2.81420, 2.03983], [2.42606, 0.62985, 3.13675], [-3.04083, -0.03172, 2.81912], [-1.10002, 3.23454, -2.41183], [-2.06867, 4.25254, -0.08471], [0.41259, -2.73574, -3.09744], [0.71208, 0.89628, -6.10637], [0.42486, -3.39478, 0.31782], [-3.30637, -0.75805, 4.83143], [4.53738, 0.40341, -2.50679], [2.96164, 0.22585, 2.27457], [-0.02944, 1.00210, 4.30945], [4.21786, 1.80018, 1.06129], [-0.98218, 2.62138, 0.77982], [2.27661, 2.27887, -5.60207], [2.08776, -3.11984, 0.86490], [-3.65201, -2.10156, 2.80857], [3.12288, 1.18126, 3.77090], [1.29615, -4.68717, 1.17654], [0.99389, 2.41774, 4.62711], [-2.90004, -3.35085, -3.55219], [2.75916, 3.13324, 2.56903], [0.80292, 1.04282, -7.17592], [0.38170, -2.31304, -2.09554], [1.61365, -4.51462, 3.70468], [2.05916, 1.95029, -3.19286], [-1.60661, -4.45699, -3.02825], [-4.47453, 0.48724, 4.34504], [-0.73620, -4.70632, 2.85264], [2.03253, -0.21562, 3.69922], [-2.79741, 2.09428, 2.51816], [-2.13467, 4.81765, -3.41607], [1.14754, 3.63957, 2.08302], [2.10973, 2.63128, 0.99250], [-1.45588, -3.39112, 1.90159], [0.64230, -3.79801, -3.05609], [-2.90471, 1.14663, 1.01070], [4.07557, -1.30939, -2.26557], [5.62240, 1.08896, 0.22228], [-1.17902, -3.17630, 3.64241], [-4.36078, 1.45422, 1.97158], [2.57892, -3.06707, 3.33814], [-2.05121, -3.06305, -2.01226], [-1.72046, -0.88002, -2.72066], [-0.86584, -2.85603, -4.69003], [-3.50310, -1.37444, 1.19254], [1.15057, -2.20762, -3.69195], [-0.41374, 2.55958, 3.55771], [1.23910, -2.97235, 4.49699], [-2.80169, 0.93999, 4.72638], [-0.88746, -0.51484, -6.27526], [-2.44525, 4.62258, 0.85947], [-4.89054, -0.97212, 2.22552], [4.50127, 2.17720, -0.66860], [-2.28713, -1.10639, -4.39419], [5.55614, -0.67967, -1.49151], [-0.70617, 2.80039, -3.32111]],
  "lowdin_charge": [0.809, 0.465, 0.439, 0.893, -0.094, -0.209, -0.597, -0.143, -0.150, 0.014, -0.159, -0.108, 0.006, -0.028, -0.176, -0.086, -0.058, -0.035, -0.022, -0.233, -0.150, -0.028, -0.228, -0.036, -0.599, -0.105, -0.637, -0.284, -0.034, -0.681, -0.084, -0.024, -0.027, -0.026, -0.639, -0.090, -0.083, 0.003, -0.086, 0.041, 0.090, 0.067, 0.052, 0.084, 0.030, 0.090, 0.105, 0.085, 0.085, 0.096, 0.093, 0.099, 0.108, 0.090, 0.105, 0.044, 0.091, 0.086, 0.104, 0.093, 0.093, 0.080, 0.083, 0.112, 0.083, 0.065, 0.075, 0.105, 0.054, 0.055, 0.069, 0.093, 0.096, 0.088, 0.078, 0.054, 0.176, 0.051, 0.102, 0.085, 0.093, 0.085, 0.111, 0.113, 0.092, 0.076, 0.135, 0.064, 0.103]
}